# 1
The following is a quantum chemistry calculation of C4H8CsO2S as an isolated structure, from the OMol25 dataset.

Last column: natural (NBO) charge in e.
Atoms and positions in Å:
Cs -1.41986 2.34389 -4.09766  1.00
C 0.00291 -0.68868 1.44809  -0.41
C 0.25185 -1.44729 0.15294  -0.41
C 0.93455 -0.44273 -0.76294  -0.66
S 0.05601 1.09226 -0.46018  2.17
O -0.95579 1.31115 -1.49069  -1.05
O 0.99126 2.15211 -0.21831  -0.92
C -0.75089 0.57182 1.04579  -0.66
H 0.93913 -0.41181 1.93913  0.22
H -0.56366 -1.25794 2.18396  0.24
H -0.71108 -1.74935 -0.26946  0.21
H 0.84242 -2.35206 0.28340  0.25
H 0.91985 -0.66027 -1.82769  0.25
H 1.94944 -0.22060 -0.43225  0.26
H -1.78106 0.35456 0.76374  0.25
H -0.70508 1.40496 1.74213  0.27

Output
Orbital gap = 10.4 eV
LUMO energy = -3.401 eV
E_HOMO = -13.8 eV
Total charge = +1
Relative energy (zero: lowest compared OMol25 entry of this formula, charge and spin) = 0.06 kcal per mole

---

# 2
The following is a quantum chemistry calculation of C30H50IrP2S as an isolated structure, from the OMol25 dataset.

Last column: Mulliken spin population.
Atoms and positions in Å:
Ir -0.88352 -0.51478 -2.14547  0.86
C -2.14932 1.57388 -0.10105  0.10
C -2.52837 0.73776 -1.18960  0.26
C -1.99672 -0.57315 0.69634  0.09
C -1.88120 0.76638 1.02772  0.46
C -2.35097 -0.70234 -0.74971  0.50
C -2.10870 3.04907 -0.16659  -0.01
H -1.81325 3.38083 -1.17192  0.01
H -1.39626 3.47570 0.55437  0.00
H -3.09456 3.49282 0.03385  0.02
C -1.66866 1.26229 2.42356  0.02
H -1.48734 2.34153 2.44425  0.00
H -0.80837 0.73564 2.86966  0.01
H -2.53750 1.07439 3.08434  0.01
C -2.04168 -1.65494 1.68953  -0.03
H -2.93322 -1.57732 2.34175  0.03
H -1.17591 -1.57286 2.36793  0.02
H -2.07712 -2.64544 1.22429  0.00
C -3.36510 -1.70426 -1.17595  -0.03
H -4.33784 -1.20294 -1.11322  0.00
H -3.36284 -2.55264 -0.48896  0.00
H -3.21894 -2.06824 -2.20558  0.03
C -3.43643 1.20026 -2.27022  0.04
H -4.39758 1.54394 -1.85623  0.02
H -3.61406 0.38717 -2.97965  0.00
H -2.97896 2.04058 -2.81104  0.01
C 1.07635 0.27439 -2.45480  0.20
C -0.01429 1.17582 -2.72724  0.04
C -0.49829 1.46048 -4.12279  0.06
C -1.37120 0.32836 -4.77809  0.01
C -1.43024 -0.94926 -3.98715  0.05
C -0.22121 -1.72589 -3.72583  0.15
C 1.09244 -1.35324 -4.37203  0.06
C 1.86981 -0.24154 -3.61876  0.04
H 0.36075 1.67961 -4.76446  0.00
H -0.98817 0.12009 -5.78356  -0.01
H -1.12370 2.36262 -4.05408  0.00
H 2.09549 0.59323 -4.30527  0.00
H 1.67645 0.55370 -1.56678  -0.03
H -0.02773 2.02287 -2.03876  0.00
H 2.85564 -0.61065 -3.29796  0.01
H 1.73580 -2.24539 -4.40166  0.01
H -0.36266 -2.80582 -3.62578  0.00
H 0.93587 -1.06686 -5.42738  0.01
H -2.40136 0.70226 -4.89867  0.00
H -2.32919 -1.55668 -4.11619  0.02
P 1.65298 1.69149 0.76905  0.42
C 1.50422 2.71729 2.27458  0.07
H 2.42255 3.30465 2.41575  0.02
H 1.32576 2.07658 3.14879  -0.01
H 0.63547 3.38033 2.14055  0.00
C 3.36344 1.01387 0.81191  0.05
H 4.07115 1.78599 1.16292  0.01
H 3.63813 0.67726 -0.20347  0.00
H 3.38461 0.14268 1.48792  -0.01
C 1.84501 3.02152 -0.48208  0.06
H 2.05682 2.59503 -1.46615  0.00
H 2.64195 3.72443 -0.21198  0.02
H 0.89478 3.55870 -0.55878  0.00
P 0.92572 -2.36580 0.00618  0.25
C -0.24441 -3.41924 -0.95266  0.04
H 0.32472 -4.13415 -1.55864  0.00
H -0.87702 -2.77691 -1.61174  -0.01
H -0.91185 -3.93190 -0.24352  -0.01
C 2.43261 -2.49021 -1.03970  0.05
H 2.20386 -2.24569 -2.08653  -0.01
H 2.85319 -3.50160 -0.95118  0.01
H 3.16027 -1.75659 -0.65834  0.00
C 1.29939 -3.59855 1.31567  0.06
H 1.43040 -4.58431 0.84531  0.01
H 0.44327 -3.61568 2.00178  -0.01
H 2.18970 -3.30072 1.88690  -0.01
S 1.32911 -0.80162 2.94287  0.65
C 1.34291 -0.28632 4.54752  0.01
C 2.48401 0.37512 5.05968  0.12
C 2.46544 0.94186 6.31584  -0.05
C 1.31659 0.83857 7.12276  0.18
C 0.19794 0.14504 6.64795  -0.06
C 0.19356 -0.42950 5.38005  0.13
H 3.37200 0.43179 4.39949  0.00
H 3.36059 1.46384 6.68546  0.00
H 1.31120 1.28633 8.11955  0.01
H -0.68177 0.02987 7.28079  0.00
H -0.64438 -0.97488 4.99030  0.01

Output
Orbital gap (alpha / beta) = 7.1 / 4.2 eV
<S²> = 8.80
Multiplicity = 6
LUMO energy (alpha / beta) = -5.290 / -9.316 eV
E_HOMO (alpha / beta) = -12.4 / -13.5 eV
Total charge = +2
Relative energy (zero: lowest compared OMol25 entry of this formula, charge and spin) = 33.42 kcal per mole

---

# 3
The following is a quantum chemistry calculation of a 2-piece molecular cluster, C19H15F4 overall, from the OMol25 dataset.

Last column: natural (NBO) charge in e.
Atoms and positions in Å:
F -3.77331 1.59366 0.60367  -0.32
C -2.81752 0.91763 1.32862  0.43
C -2.75808 1.16691 2.69890  -0.35
C -1.76779 0.46892 3.40052  0.43
F -1.62890 0.69132 4.75014  -0.32
C -0.88902 -0.41438 2.79142  -0.30
C -0.98537 -0.65011 1.40859  0.03
C 0.14665 -1.42109 0.77655  -0.43
C 0.04141 -2.35405 -0.41086  0.03
C 1.03248 -3.34946 -0.49711  -0.30
C 1.19148 -4.05111 -1.68322  0.44
F 2.15006 -5.03429 -1.72979  -0.32
C 0.44245 -3.78816 -2.83207  -0.35
C -0.54362 -2.81487 -2.70303  0.44
F -1.29042 -2.51057 -3.81654  -0.32
C -0.78039 -2.10252 -1.52235  -0.33
C -1.94234 0.05520 0.65627  -0.32
H -3.43903 1.83627 3.20409  0.26
H -0.10706 -0.91905 3.35013  0.24
H 0.67405 -1.95942 1.57674  0.23
H 1.67665 -3.52771 0.36098  0.24
H 0.59050 -4.34718 -3.74577  0.26
H -1.56858 -1.36137 -1.50519  0.23
H -2.01460 -0.01197 -0.42059  0.22
H 0.84903 -0.65532 0.46384  0.20
C 2.01563 1.31390 -0.86544  0.08
C 0.84062 1.74126 -1.53643  -0.28
C 0.35361 3.01733 -1.35574  0.06
C 0.91809 3.94831 -0.31951  -0.58
C 1.96100 3.29214 0.53136  0.06
C 2.39212 2.01343 0.30182  -0.29
H 2.40503 0.32389 -1.06382  0.25
H 0.30376 0.99904 -2.11552  0.26
H -0.50570 3.38228 -1.91111  0.25
H 1.44457 4.74517 -0.88894  0.34
H 0.11827 4.44272 0.28235  0.32
H 2.30127 3.87104 1.39448  0.25
H 2.96299 1.45221 1.04255  0.26

Output
Orbital gap = 5.5 eV
LUMO energy = -6.570 eV
E_HOMO = -12.1 eV
Total charge = +1
Relative energy (zero: lowest compared OMol25 entry of this formula, charge and spin) = 0.00 kcal per mole

---

# 4
The following is a quantum chemistry calculation of a 6-piece molecular cluster, C32H75F3N2O10P overall, from the OMol25 dataset.

Last column: Mulliken charge in e.
Atoms and positions in Å:
C -2.29504 -0.20163 2.06747  -0.92
C -2.68210 1.19263 1.46278  -0.40
C -1.43552 2.09978 1.31886  -0.85
P -0.60781 2.02416 -0.30580  0.90
C 0.80425 3.20084 -0.25123  -1.13
C 2.21873 2.57169 -0.48312  -0.59
C 3.24452 3.38410 0.39227  -0.80
N 4.58183 2.78928 0.25432  -0.58
C -0.02334 0.36340 -0.79451  -1.05
C -1.17689 -0.65001 -1.08214  -0.16
C -1.39765 -0.91393 -2.54855  -0.19
F -2.65299 -0.69692 -2.98023  -0.31
C -0.51218 -1.36913 -3.42155  0.46
F -0.84176 -2.30385 -4.25658  -0.22
F 0.70359 -0.94129 -3.57985  -0.20
C -1.80299 2.69111 -1.56685  -0.75
N -1.99525 4.13199 -1.46007  -0.20
C -1.68834 4.84376 -2.70866  -0.76
H -1.22554 -0.34455 1.85675  0.30
H -2.47354 -0.22605 3.14285  0.43
H -2.86189 -0.98296 1.53423  -0.02
H -3.28994 1.11453 0.55548  0.27
H -3.31913 1.67601 2.21462  0.28
H -0.70278 1.92958 2.11942  0.64
H -1.77662 3.14285 1.44657  0.33
H 0.81645 3.63648 0.76069  0.62
H 0.69484 4.04807 -0.93752  0.55
H 2.50366 2.73136 -1.52853  0.34
H 2.31359 1.53460 -0.15148  0.40
H 2.94294 3.25712 1.44042  0.43
H 3.19744 4.43096 0.07320  0.36
H 4.55424 1.87905 0.70693  0.16
H 4.72630 2.63564 -0.74109  0.27
H 0.51843 0.51197 -1.73988  0.62
H 0.73397 -0.02654 -0.10552  0.57
H -0.87618 -1.60793 -0.63854  0.51
H -2.11620 -0.38989 -0.58637  -0.26
H -2.77227 2.21507 -1.33491  0.23
H -1.52911 2.35353 -2.57662  0.51
H -1.50031 4.53877 -0.67488  0.35
H -1.78789 5.91515 -2.49487  0.41
H -2.45288 4.58749 -3.45007  0.09
H -0.66955 4.66542 -3.09169  0.33
C -1.81385 5.10189 4.38460  -0.90
O -2.94433 4.95239 3.53732  -0.22
C -4.12786 4.62724 4.26274  -0.44
C -5.01359 5.84130 4.46200  -0.67
O -4.39695 6.80004 5.30657  -0.37
C -3.82287 7.88300 4.59137  -0.67
H -1.02331 5.59071 3.81453  0.22
H -2.03961 5.71114 5.26113  0.45
H -1.45815 4.11573 4.70584  0.33
H -3.87950 4.16741 5.22364  0.40
H -4.67540 3.88863 3.66794  0.30
H -5.93539 5.52272 4.95784  0.39
H -5.28543 6.28694 3.50019  0.36
H -4.60781 8.56282 4.24558  0.33
H -3.23309 7.54077 3.73752  0.26
H -3.16778 8.42464 5.27246  0.24
C -6.64616 2.81092 -5.15274  -0.66
O -5.96941 2.83106 -6.39861  -0.38
C -4.96562 3.83224 -6.46926  -0.53
C -3.58252 3.24894 -6.25777  -0.63
O -3.42036 2.75044 -4.93213  -0.17
C -3.55346 1.33807 -4.85368  -0.75
H -7.20295 1.87680 -5.08791  0.25
H -5.95175 2.86432 -4.31043  0.21
H -7.35323 3.64511 -5.09659  0.34
H -5.16326 4.63350 -5.75033  0.30
H -5.01252 4.26347 -7.47359  0.39
H -2.84219 4.04360 -6.39349  0.38
H -3.37513 2.46665 -6.99332  0.40
H -2.64944 0.85545 -5.24152  0.30
H -4.42532 0.97739 -5.40297  0.48
H -3.66994 1.07303 -3.80687  0.08
C 6.36229 -2.89459 2.59802  -0.73
O 7.49517 -2.93946 1.74626  -0.39
C 7.15885 -2.72756 0.38128  -0.16
C 7.46943 -1.30754 -0.04957  -0.78
O 6.63862 -0.36394 0.61764  -0.23
C 7.29747 0.28333 1.69757  -0.82
H 6.71653 -2.80601 3.62436  0.26
H 5.71850 -2.04036 2.37429  0.30
H 5.78665 -3.82196 2.50445  0.31
H 6.10782 -2.97065 0.19625  0.33
H 7.77093 -3.41536 -0.21121  0.24
H 7.26319 -1.21334 -1.12030  0.36
H 8.52595 -1.07574 0.11134  0.38
H 7.99422 1.03409 1.31251  0.33
H 7.83513 -0.42248 2.33371  0.39
H 6.54112 0.78646 2.30003  0.22
C 7.87874 -8.65632 -1.36409  -0.74
O 8.96450 -7.96534 -0.76979  -0.39
C 8.62712 -6.64699 -0.36459  -0.49
C 8.36744 -6.56752 1.12702  -0.16
O 7.20351 -7.30037 1.49058  -0.37
C 7.50316 -8.56855 2.05141  -0.78
H 8.13716 -9.71364 -1.40864  0.26
H 6.95897 -8.54470 -0.78530  0.33
H 7.71556 -8.29181 -2.38441  0.32
H 7.76447 -6.27572 -0.92797  0.34
H 9.48521 -6.01030 -0.60430  0.34
H 8.18369 -5.52199 1.39679  0.10
H 9.23696 -6.91254 1.69419  0.34
H 7.85879 -8.44993 3.08025  0.31
H 8.25182 -9.10607 1.46546  0.33
H 6.58494 -9.15512 2.06508  0.26
C -6.20234 -5.96317 0.90538  -0.70
O -7.04684 -4.85323 0.64177  -0.38
C -7.14460 -3.95801 1.73895  -0.58
C -6.26473 -2.73975 1.54137  -0.47
O -4.88205 -3.08374 1.55333  -0.37
C -4.32527 -3.16147 0.25575  -0.77
H -5.98109 -6.44975 -0.04383  0.25
H -5.26203 -5.65893 1.37105  0.29
H -6.71633 -6.67899 1.55470  0.33
H -6.90150 -4.46389 2.67798  0.34
H -8.18704 -3.63020 1.79426  0.38
H -6.42911 -2.04919 2.37429  0.38
H -6.52670 -2.21920 0.61497  0.34
H -4.16457 -2.14971 -0.14212  0.19
H -4.95934 -3.72634 -0.43043  0.46
H -3.36072 -3.66540 0.33054  0.31

Output
Orbital gap = 8.0 eV
LUMO energy = -2.342 eV
E_HOMO = -10.3 eV
Total charge = +1

---

# 5
The following is a quantum chemistry calculation of one molecule with the formula C12H27N3O, from the OMol25 dataset.

Last column: natural (NBO) charge in e.
Atoms and positions in Å:
C 5.01101 1.71833 0.26830  -0.61
C 3.55756 1.19511 0.42498  -0.39
C 3.55897 -0.26462 0.90681  -0.41
C 2.12392 -0.74906 1.20354  -0.40
C 1.41986 -1.15385 -0.11309  -0.20
N -0.00374 -1.33846 0.19733  -0.50
C -0.94406 -0.24022 0.62623  -0.21
C -0.88155 0.98641 -0.26374  -0.41
C -1.79127 2.09063 0.21375  -0.39
C -3.32111 1.80562 0.04604  -0.40
C -4.15492 2.91967 0.61706  -0.60
C -0.54377 -2.71827 0.34680  -0.29
C -1.19457 -3.27415 -0.94075  0.64
O -1.46108 -4.45117 -0.97352  -0.63
N -1.64091 -2.38562 -1.92624  -0.49
N -2.29344 -2.73242 -3.17690  -0.66
H 5.49857 1.74954 1.25009  0.20
H 5.59821 1.05276 -0.36888  0.20
H 5.00596 2.75773 -0.08540  0.21
H 3.02947 1.23151 -0.53917  0.19
H 2.99038 1.82545 1.15195  0.20
H 4.09185 -0.92912 0.20514  0.20
H 4.12249 -0.30821 1.83953  0.20
H 1.51187 0.00613 1.76706  0.20
H 2.15282 -1.64469 1.79782  0.20
H 1.55900 -0.32952 -0.84733  0.18
H 1.89178 -2.05145 -0.52163  0.21
H -0.74133 0.02324 1.64203  0.17
H -1.95968 -0.61746 0.66436  0.20
H -1.18670 0.73183 -1.31518  0.19
H 0.15231 1.36074 -0.28922  0.21
H -1.51529 3.01131 -0.31813  0.21
H -1.62068 2.29984 1.28206  0.19
H -3.66753 0.87980 0.54105  0.20
H -3.54197 1.71892 -1.02426  0.19
H -3.74199 3.87986 0.26911  0.20
H -4.12712 2.85409 1.72648  0.20
H -5.17554 2.89186 0.28155  0.21
H -1.35763 -2.71364 1.11092  0.22
H 0.23716 -3.37287 0.71847  0.22
H -1.22356 -1.44198 -1.79062  0.40
H -2.11184 -3.73414 -3.40118  0.38
H -3.31191 -2.53943 -3.20323  0.36

Output
Orbital gap = 8.8 eV
LUMO energy = 0.840 eV
E_HOMO = -7.9 eV
Total charge = 0
Relative energy (zero: lowest compared OMol25 entry of this formula, charge and spin) = 7.40 kcal per mole
SMILES string = CCCCCN(CCCCC)CC(=O)NN

---

# 6
The following is a quantum chemistry calculation of C4H5I3O as an isolated structure, from the OMol25 dataset.

Last column: natural (NBO) charge in e.
Atoms and positions in Å:
C 0.58136 0.06840 0.69716  -0.05
C -0.58728 -0.13561 2.40166  -0.51
C -0.05941 -0.61345 -1.45983  -0.63
C -0.02498 0.61504 -0.52290  -0.14
O 0.72705 1.75730 -0.92319  -0.71
I 2.56130 0.26796 1.43751  0.27
I 0.22700 -1.52966 3.66423  0.24
I -2.46668 -0.86975 1.68994  0.14
H -0.38461 -1.50500 -0.81593  0.25
H 0.94623 -0.85953 -1.93526  0.23
H -0.76130 -0.39109 -2.32125  0.22
H -1.04227 1.02160 -0.30041  0.22
H 0.28360 2.17379 -1.61171  0.47

Output
Orbital gap (alpha / beta) = 7.7 / 6.6 eV
LUMO energy (alpha / beta) = -0.723 / -1.651 eV
E_HOMO (alpha / beta) = -8.4 / -8.3 eV
Total charge = 0
Relative energy (zero: lowest compared OMol25 entry of this formula, charge and spin) = 101.69 kcal per mole

---

Summary of max |F| in eV/A
0.61, 4.49, 2.44, 1.84, 2.35, 5.41
(order as listed above)